Record 1
Here is a molecular structure, C34H31AsN3O3PdS2 from the Open Molecules 2025 dataset. Energies are from ωB97M-V with the def2-TZVPD basis set.

Structure (ORCA input):
```
! wB97M-V def2-TZVPD RIJCOSX def2/J DEFGRID3
* xyz 1 1
Pd 0.5748 0.2006 -1.3207
C 0.8396 3.0561 -0.0500
C -0.6284 3.1843 0.1555
C -1.1715 4.3208 0.6989
C -2.5441 4.4257 0.9239
C -3.4220 3.3914 0.5880
C -2.9578 2.2274 0.0352
C -3.8791 1.1303 -0.3768
C -1.5268 2.0685 -0.1822
N -1.1048 0.9440 -0.6387
H 1.3443 3.9850 0.2108
H 1.0782 2.8182 -1.0889
H 1.2460 2.2615 0.5832
H -0.5257 5.1491 0.9636
H -2.9396 5.3308 1.3673
H -4.4840 3.5087 0.7628
H -4.0287 1.1624 -1.4598
H -4.8470 1.2347 0.1095
H -3.4415 0.1603 -0.1486
C -2.0180 -4.5399 3.2551
C -2.6233 -3.6760 2.3538
C -1.8460 -2.8156 1.5937
C -0.4651 -2.8108 1.7499
C 0.1458 -3.6856 2.6379
C -0.6371 -4.5481 3.3922
As 0.5898 -1.4777 0.7562
C 0.5987 -0.0785 2.1166
C -0.4663 0.6613 2.6042
C -0.2374 1.6584 3.5436
C 1.0540 1.9101 3.9874
C 2.1168 1.1408 3.5386
C 1.8943 0.1246 2.6147
C 2.8999 -0.8391 2.1413
C 4.2478 -0.8330 2.4720
C 5.0894 -1.8109 1.9628
C 4.5953 -2.8074 1.1318
C 3.2530 -2.8107 0.7773
C 2.4145 -1.8315 1.2803
H -2.6224 -5.2126 3.8493
H -3.6991 -3.6766 2.2352
H -2.3085 -2.1448 0.8772
H 1.2224 -3.6878 2.7530
H -0.1637 -5.2271 4.0890
H -1.4773 0.4543 2.2751
H -1.0659 2.2336 3.9381
H 1.2258 2.6917 4.7167
H 3.1109 1.3202 3.9271
H 4.6484 -0.0581 3.1127
H 6.1401 -1.7945 2.2225
H 5.2567 -3.5736 0.7484
H 2.8653 -3.5661 0.1050
N -0.2885 -2.7670 -2.7863
C -0.9840 -1.7296 -3.2857
N -0.6211 -0.4897 -3.1222
C -1.5227 0.4064 -3.6723
C -1.4045 1.7922 -3.6589
C -2.4097 2.5493 -4.2338
C -3.5175 1.9393 -4.8213
C -3.6392 0.5602 -4.8579
C -2.6328 -0.1964 -4.2780
S -2.4914 -1.9369 -4.1537
H 0.6604 -2.5543 -2.5004
H -0.4727 -3.6899 -3.1379
H -0.5224 2.2418 -3.2195
H -2.3325 3.6287 -4.2401
H -4.2927 2.5523 -5.2614
H -4.4895 0.0859 -5.3296
C 4.6085 -0.2593 -2.4089
S 2.9012 -0.1665 -1.9534
O 2.2033 0.6891 -2.9197
O 2.3323 -1.5229 -1.9501
O 2.8091 0.4417 -0.6136
H 4.6723 -0.7821 -3.3602
H 5.1378 -0.8006 -1.6276
H 4.9757 0.7596 -2.4988
*
```

- HOMO level (alpha / beta): -10.56 / -10.56 eV
- HOMO-LUMO gap (alpha / beta): 0.1867 / 0.1867 hartree
- Energy above the lowest of the compared OMol25 structures with the same formula, charge and spin: 57.9 kcal/mol


Record 2
Here is a molecular structure, C34H31Cl4FGeN5O6W from the Open Molecules 2025 dataset. Energies are from ωB97M-V with the def2-TZVPD basis set.

Structure (ORCA input):
```
! wB97M-V def2-TZVPD RIJCOSX def2/J DEFGRID3
* xyz 2 2
W -0.4990 -0.1237 0.2110
Cl 0.5665 6.6332 2.5648
C 0.4079 5.1910 1.6642
C 0.0304 5.2608 0.3140
C -0.0694 4.1020 -0.4215
C 0.1870 2.8507 0.1561
O 0.0293 1.7468 -0.5491
C 0.6251 2.7726 1.5314
C 1.0363 1.5655 2.1334
N 1.0650 0.3675 1.4977
C 1.7308 -0.7071 2.0592
C 2.7100 -0.6507 3.0650
C 3.3309 -1.8090 3.5046
C 2.9973 -3.0449 2.9858
C 2.0132 -3.1581 1.9878
C 1.6066 -4.3905 1.4324
C 0.5899 -4.4096 0.4937
C 0.0171 -3.2241 0.0778
N 0.4099 -2.0068 0.5460
C 1.3846 -1.9782 1.5150
C 0.6912 3.9731 2.2615
H -0.1736 6.2177 -0.1360
H -0.3591 4.1270 -1.4606
H 1.4149 1.6223 3.1480
H 3.0002 0.2969 3.4871
H 4.0930 -1.7390 4.2639
H 3.4867 -3.9412 3.3283
H 2.0811 -5.3012 1.7561
H 0.2508 -5.3371 0.0628
H -0.7766 -3.1999 -0.6640
H 0.9846 3.9444 3.2991
C -6.9119 2.5488 -2.9106
C -6.6985 1.1071 -2.4570
N -5.2930 0.7895 -2.2760
C -4.7679 0.9539 -1.0399
C -3.4582 0.6828 -0.7352
C -3.0315 0.8343 0.6899
O -3.8018 0.7014 1.6150
O -1.7564 1.1117 0.8493
C -2.5859 0.2003 -1.7506
O -1.3252 -0.1634 -1.4755
C -3.1193 0.0627 -3.0669
C -2.3119 -0.3762 -4.1286
C -2.8429 -0.5313 -5.3913
F -2.0420 -0.9877 -6.3766
C -4.1779 -0.2476 -5.6716
C -4.9849 0.1917 -4.6097
C -4.4921 0.3520 -3.3234
N -4.7630 -0.3335 -6.9504
C -5.7415 -1.3699 -7.1960
C -6.7061 -0.8864 -8.2783
N -5.9344 -0.5620 -9.5075
C -4.8653 0.4348 -9.2226
C -3.9517 -0.1111 -8.1256
H -7.9721 2.7339 -3.0582
H -6.3919 2.7486 -3.8426
H -6.5445 3.2455 -2.1625
H -7.1306 0.4112 -3.1771
H -7.2008 0.9518 -1.5007
H -5.4300 1.3062 -0.2634
H -1.2735 -0.6101 -3.9506
H -6.0087 0.4189 -4.8495
H -6.2946 -1.5886 -6.2834
H -5.2583 -2.3049 -7.5275
H -7.2125 0.0202 -7.9452
H -7.4493 -1.6514 -8.5043
H -6.5620 -0.2074 -10.2382
H -5.4921 -1.4216 -9.8592
H -5.3396 1.3569 -8.8839
H -4.2978 0.6330 -10.1324
H -3.1809 0.6269 -7.9068
H -3.4533 -1.0274 -8.4793
C -3.0516 -2.2020 2.5729
C -2.0549 -1.4653 1.7483
O -1.0952 -0.8232 2.2481
O -2.1088 -1.4743 0.4731
H -2.5365 -2.9053 3.2260
H -3.7564 -2.7248 1.9345
H -3.5787 -1.4831 3.2010
Cl 3.3504 -1.0955 -0.6519
Ge 1.4779 -0.2080 -1.4773
Cl 0.6809 -1.9457 -2.6162
Cl 2.3511 0.9419 -3.1037
*
```

- HOMO level (alpha / beta): -11.58 / -11.57 eV
- Expectation value of S²: 0.7558
- HOMO-LUMO gap (alpha / beta): 0.2118 / 0.2093 hartree
- Energy above the lowest of the compared OMol25 structures with the same formula, charge and spin: 52.7 kcal/mol


Record 3
Here is a molecular structure, C34H31N7O4STa from the Open Molecules 2025 dataset. Energies are from ωB97M-V with the def2-TZVPD basis set.

Structure (ORCA input):
```
! wB97M-V def2-TZVPD RIJCOSX def2/J DEFGRID3
* xyz 3 1
Ta -0.0992 -0.5729 -0.7806
C -0.9211 -2.0658 -3.4409
N 0.2495 -1.2783 -2.9666
C 0.6744 -0.1741 -3.8697
C 0.0901 1.0906 -3.3406
N -0.3294 1.1397 -2.0850
C -0.7742 2.4510 -1.8553
C -1.3028 3.0557 -0.7199
C -1.6356 4.3912 -0.8236
C -1.4493 5.1081 -2.0168
C -0.9239 4.5143 -3.1463
C -0.5928 3.1707 -3.0336
N -0.0469 2.2647 -3.9491
C -2.1401 -1.6124 -2.7149
N -2.0617 -1.0035 -1.5228
C -3.3898 -0.6670 -1.1662
C -3.9086 0.0557 -0.0949
C -5.2796 0.2238 -0.0571
C -6.1189 -0.3007 -1.0510
C -5.6111 -0.9955 -2.1302
C -4.2334 -1.1538 -2.1610
N -3.3945 -1.7394 -3.1157
H -0.7243 -3.1151 -3.2091
H -1.0491 -1.9785 -4.5204
H 1.0080 -1.9620 -2.8697
H 0.3778 -0.3656 -4.9017
H 1.7631 -0.1105 -3.8408
H -1.4442 2.5174 0.2099
H -2.0479 4.9046 0.0341
H -1.7227 6.1536 -2.0488
H -0.7780 5.0692 -4.0630
H 0.2199 2.4724 -4.9010
H -3.2806 0.4885 0.6718
H -5.7209 0.7824 0.7569
H -7.1860 -0.1448 -0.9762
H -6.2528 -1.3839 -2.9094
H -3.6933 -2.1809 -3.9750
C 6.7124 -0.4849 3.5311
C 5.5796 -0.1373 2.6179
C 4.4887 -1.0072 2.4730
C 3.4318 -0.6945 1.6480
C 3.4691 0.5209 0.9569
C 4.5348 1.4150 1.0832
C 5.5823 1.0687 1.9133
S 2.1972 0.9571 -0.0997
O 1.9579 -0.0933 -1.1775
O 2.3416 2.2777 -0.5965
N 0.7458 0.6438 0.5901
C 0.3048 0.7819 1.9187
C 0.7557 1.6218 2.8992
C 0.1811 1.5398 4.1886
C -0.7986 0.6286 4.4743
C -1.2654 -0.2557 3.4672
C -2.2135 -1.2763 3.6718
C -2.5482 -2.1171 2.6318
C -1.9778 -1.9221 1.3808
N -1.0917 -0.9496 1.1287
C -0.7125 -0.1464 2.1840
H 6.8108 -1.5611 3.6574
H 6.5355 -0.0493 4.5178
H 7.6544 -0.0826 3.1630
H 4.4847 -1.9424 3.0180
H 2.5960 -1.3739 1.5370
H 4.5378 2.3487 0.5382
H 6.4220 1.7439 2.0147
H 1.5408 2.3409 2.7007
H 0.5359 2.2092 4.9599
H -1.2193 0.5642 5.4692
H -2.6621 -1.4067 4.6495
H -3.2548 -2.9234 2.7659
H -2.2464 -2.5664 0.5544
C 1.7254 -4.2198 0.8800
O 1.0312 -2.9540 0.6382
C 0.8015 -2.6464 -0.6384
O 1.1077 -3.3678 -1.5617
H 1.8221 -4.2929 1.9572
H 2.6973 -4.1985 0.3934
H 1.1345 -5.0411 0.4844
*
```

- HOMO level: -16.64 eV
- HOMO-LUMO gap: 0.2539 hartree
- Energy above the lowest of the compared OMol25 structures with the same formula, charge and spin: 7.8 kcal/mol


Record 4
Here is a molecular structure, C34H31N7O4STa from the Open Molecules 2025 dataset. Energies are from ωB97M-V with the def2-TZVPD basis set.

Structure (ORCA input):
```
! wB97M-V def2-TZVPD RIJCOSX def2/J DEFGRID3
* xyz 3 1
Ta 0.3018 -0.0342 -0.2872
C 2.9745 -1.7861 -1.0311
N 2.6832 -0.5015 -0.3519
C 3.4086 0.6844 -0.8884
C 2.4949 1.5393 -1.7034
N 1.1729 1.4258 -1.6954
C 0.6934 2.3608 -2.6373
C -0.5877 2.6428 -3.1065
C -0.7103 3.6323 -4.0607
C 0.4016 4.3341 -4.5506
C 1.6766 4.0496 -4.1103
C 1.7880 3.0482 -3.1547
N 2.9090 2.4902 -2.5407
C 1.8609 -2.0583 -1.9913
N 0.7212 -1.3707 -1.9361
C -0.0431 -1.7836 -3.0475
C -1.2201 -1.2827 -3.5958
C -1.6792 -1.8794 -4.7537
C -0.9850 -2.9333 -5.3698
C 0.2133 -3.3975 -4.8649
C 0.6655 -2.7853 -3.7043
N 1.8655 -2.9237 -2.9981
H 3.0424 -2.5740 -0.2778
H 3.9285 -1.7612 -1.5611
H 2.9824 -0.6018 0.6168
H 4.2679 0.3796 -1.4882
H 3.7876 1.2603 -0.0426
H -1.4642 2.1099 -2.7700
H -1.6918 3.8719 -4.4465
H 0.2554 5.1048 -5.2943
H 2.5412 4.5757 -4.4913
H 3.8690 2.7546 -2.7065
H -1.7477 -0.4372 -3.1702
H -2.5882 -1.5121 -5.2101
H -1.3830 -3.3698 -6.2752
H 0.7739 -4.1793 -5.3588
H 2.6297 -3.5378 -3.2424
C -0.8689 2.8397 7.1574
C -0.2817 2.2468 5.9158
C -0.9014 2.4234 4.6731
C -0.3736 1.8783 3.5226
C 0.8068 1.1386 3.6281
C 1.4589 0.9480 4.8532
C 0.9020 1.5053 5.9846
S 1.5239 0.4306 2.2483
O 2.8598 -0.0082 2.5204
O 1.3760 1.2944 1.0244
N 0.6073 -0.7366 1.5850
C 0.0095 -1.8606 2.1810
C 0.3032 -2.4637 3.3722
C -0.4573 -3.5864 3.7718
C -1.4729 -4.0681 2.9925
C -1.7845 -3.4431 1.7600
C -2.8416 -3.8250 0.9076
C -3.0832 -3.1007 -0.2333
C -2.2703 -2.0124 -0.5496
N -1.2292 -1.6390 0.1951
C -1.0146 -2.3423 1.3607
H -1.6543 3.5571 6.9325
H -0.0999 3.3330 7.7514
H -1.2969 2.0499 7.7787
H -1.8044 3.0169 4.6146
H -0.8413 2.0499 2.5637
H 2.3872 0.3961 4.9035
H 1.3976 1.3794 6.9385
H 1.0993 -2.0997 4.0095
H -0.2258 -4.0646 4.7132
H -2.0508 -4.9252 3.3121
H -3.4694 -4.6695 1.1653
H -3.9048 -3.3518 -0.8884
H -2.4817 -1.4198 -1.4243
C -3.5664 2.2366 -0.5338
O -2.7684 1.0777 -0.9665
C -1.5596 1.0017 -0.5406
O -0.9694 1.7740 0.2233
H -4.5516 2.0765 -0.9536
H -3.1129 3.1449 -0.9237
H -3.6035 2.2636 0.5517
*
```

- HOMO level: -16.49 eV
- HOMO-LUMO gap: 0.2605 hartree
- Energy above the lowest of the compared OMol25 structures with the same formula, charge and spin: 6.2 kcal/mol


Record 5
Here is C34H31NO2 in the gas phase from the Open Molecules 2025 dataset. Energies are from ωB97M-V with the def2-TZVPD basis set.

Structure (ORCA input):
```
! wB97M-V def2-TZVPD RIJCOSX def2/J DEFGRID3
* xyz 0 1
O 1.6528 3.3031 2.6388
C 1.5286 2.1019 2.3424
C 0.3238 1.3092 2.4479
C -1.0280 1.8725 2.7159
C -2.1417 0.9782 1.9931
C -3.0291 0.1650 2.7236
C -4.1584 -0.4192 2.1352
C -4.3114 -0.3580 0.7458
C -3.4150 0.3869 -0.0304
C -2.3356 1.0381 0.5912
N -1.2791 2.2475 4.0655
C -0.9072 1.0768 5.0795
C -1.7010 1.0992 6.3951
C -2.3339 2.4711 6.5311
C -1.2076 3.5487 6.3845
C -0.4433 3.4850 5.0796
C -3.3655 2.4689 5.3620
C -2.5867 3.0140 4.2142
C -3.2571 3.4111 2.8953
C -2.8024 4.7332 2.3167
C -1.4982 5.2016 2.4114
C -1.2027 6.5488 2.1458
C -2.1852 7.3621 1.5967
C -3.4506 6.8380 1.2095
C -4.4101 7.5994 0.4950
C -5.5973 7.0178 0.0769
C -5.8954 5.6727 0.3904
C -4.9851 4.9139 1.1118
C -3.7655 5.4748 1.5598
C 0.6395 -0.0768 2.0975
O -0.0474 -1.0960 2.2723
C 2.0834 -0.1019 1.7026
C 2.9348 -1.1476 1.3136
C 4.3200 -0.9097 1.2844
C 4.8493 0.3344 1.6744
C 3.9848 1.3843 1.9967
C 2.6126 1.1651 1.9542
H -0.9874 2.8022 2.1184
H -2.8414 -0.1013 3.7701
H -4.9071 -0.9065 2.7874
H -5.1920 -0.8191 0.2902
H -3.5834 0.4712 -1.1069
H -1.6515 1.5762 -0.0555
H 0.1613 1.2279 5.2950
H -0.9649 0.1027 4.5698
H -1.0350 0.9012 7.2486
H -2.4570 0.3013 6.4068
H -2.8443 2.6254 7.4903
H -1.6290 4.5499 6.5538
H -0.4688 3.4215 7.1806
H 0.6089 3.1952 5.1270
H -0.5346 4.4098 4.5186
H -4.2167 3.1209 5.5825
H -3.7548 1.4599 5.1323
H -2.3451 4.0052 4.5898
H -4.3428 3.3786 3.0718
H -3.1226 2.6731 2.0972
H -0.6642 4.5588 2.6763
H -0.2099 6.9411 2.3623
H -1.9849 8.4206 1.4171
H -4.1943 8.6526 0.2839
H -6.3195 7.5959 -0.4909
H -6.8444 5.2274 0.0814
H -5.2002 3.8647 1.3346
H 2.5227 -2.1155 1.0293
H 5.0081 -1.6993 0.9827
H 5.9311 0.4905 1.7328
H 4.3453 2.3607 2.3028
*
```

- HOMO level: -6.97 eV
- HOMO-LUMO gap: 0.2655 hartree
- SMILES string: O=C1C([C@@H](c2ccccc2)[N@+]23CC[C@H](CC2)C[C@@H]3Cc2cccc3ccccc23)=C([O-])c2ccccc21


Record 6
Here is a molecular structure, C34H32BFeN7O2 from the Open Molecules 2025 dataset. Energies are from ωB97M-V with the def2-TZVPD basis set.

Structure (ORCA input):
```
! wB97M-V def2-TZVPD RIJCOSX def2/J DEFGRID3
* xyz 0 5
Fe -0.0418 0.0926 0.0500
C 1.5186 -4.6209 -1.0775
C 1.0178 -3.3277 -1.6273
C 0.7660 -2.9642 -2.9338
C 0.3073 -1.6323 -2.8828
N 0.2894 -1.2288 -1.6210
N 0.7210 -2.2590 -0.8537
B 0.8096 -2.1075 0.6748
N 1.8430 -0.9629 1.0023
N 2.0247 0.1032 0.1659
C 2.9913 0.8578 0.6779
C 3.4851 0.2465 1.8395
C 2.7256 -0.8920 2.0236
C 2.8413 -1.8671 3.1409
C 3.3959 2.1160 0.0448
C 4.5019 2.8225 0.5141
C 4.8736 4.0204 -0.0735
C 4.1469 4.5275 -1.1409
C 3.0493 3.8267 -1.6209
C 2.6743 2.6312 -1.0335
N -0.6421 -1.8471 1.2345
N -1.5926 -1.1997 0.4941
C -2.7077 -1.1582 1.2174
C -2.4977 -1.8387 2.4255
C -1.1775 -2.2437 2.4105
C -0.4587 -2.9809 3.4836
C -3.9088 -0.4725 0.7328
C -5.1167 -0.5877 1.4186
C -6.2480 0.0727 0.9685
C -6.1888 0.8552 -0.1754
C -4.9914 0.9730 -0.8674
C -3.8590 0.3169 -0.4177
C -0.1088 -0.7410 -3.9719
C -0.5439 0.5589 -3.7035
C -0.9341 1.3948 -4.7354
C -0.8974 0.9494 -6.0496
C -0.4678 -0.3398 -6.3258
C -0.0767 -1.1782 -5.2944
H 1.6870 -5.3259 -1.8885
H 0.7939 -5.0497 -0.3847
H 2.4563 -4.4736 -0.5409
H 0.8979 -3.5859 -3.8024
H 1.2164 -3.1203 1.1519
H 4.2775 0.5860 2.4841
H 3.8123 -1.7527 3.6176
H 2.7357 -2.8947 2.7940
H 2.0714 -1.6633 3.8839
H 5.0822 2.4301 1.3395
H 5.7366 4.5572 0.2988
H 4.4340 5.4670 -1.5956
H 2.4852 4.2136 -2.4601
H 1.8181 2.0797 -1.4003
H -3.1990 -2.0009 3.2260
H -1.1834 -3.4545 4.1421
H 0.1309 -2.2820 4.0755
H 0.2020 -3.7442 3.0732
H -5.1764 -1.2042 2.3066
H -7.1802 -0.0275 1.5095
H -7.0730 1.3721 -0.5258
H -4.9413 1.5792 -1.7628
H -2.9204 0.4090 -0.9487
H -0.5723 0.9035 -2.6780
H -1.2697 2.4009 -4.5171
H -1.2022 1.6032 -6.8566
H -0.4360 -0.6958 -7.3476
H 0.2578 -2.1840 -5.5144
O 0.2859 0.3998 4.2087
C -0.0913 1.2142 3.3912
C -0.5598 2.6419 3.7089
C -0.9736 3.2092 2.3527
C -0.6299 2.0737 1.4067
O -0.7659 2.0969 0.1609
N -0.1590 1.0015 2.0372
H 0.2686 3.1808 4.1682
H -1.3689 2.5983 4.4363
H -0.4298 4.1064 2.0583
H -2.0408 3.4198 2.2784
*
```

- HOMO level (alpha / beta): -8.35 / -8.35 eV
- Expectation value of S²: 6.0096
- HOMO-LUMO gap (alpha / beta): 0.3304 / 0.3249 hartree